DFT (the ωB97M-V functional and the def2-TZVPD basis) results for a cluster of 2 separate species, C9H14O in total.

```
24
Properties=species:S:1:pos:R:3:forces:R:3
C -3.15385 1.22830 -0.95217 2.7 -2.9 -1.0
C -1.66303 1.03334 -0.45122 -1.6 2.2 -3.6
C -1.21947 0.19166 0.54564 2.4 1.2 0.4
C 0.14148 0.37428 0.88391 -0.4 1.1 -1.9
C 1.06584 1.11673 0.08745 -1.9 -2.1 0.8
O 2.38302 0.88932 0.22116 2.4 -1.2 2.0
C 0.60658 1.82842 -1.00912 -1.4 0.6 -1.6
C -0.78761 1.87801 -1.29032 2.3 -4.4 6.1
H -3.74638 1.21963 -0.10815 -1.8 -0.5 1.6
H -3.39329 0.40442 -1.73267 0.0 1.4 1.4
H -3.24147 2.19012 -1.36640 -0.1 1.1 -0.8
H -1.66924 -0.57574 1.17810 -0.9 0.6 -0.6
H 0.45184 -0.11911 1.75142 1.0 -0.8 1.0
H 2.66712 0.20732 0.95486 -1.5 2.1 -2.1
H 1.26586 2.27623 -1.77330 0.0 -0.2 0.9
H -1.19164 2.46536 -1.99302 -1.3 1.9 -2.6
C 1.25495 -3.93143 1.31682 0.2 -1.0 -2.0
C 0.93551 -2.85787 0.30131 2.0 0.9 1.1
H 2.29245 -4.21373 0.96480 -1.0 -0.2 1.6
H 1.03100 -3.62603 2.31323 0.9 0.6 0.9
H 0.57113 -4.74796 1.23679 -0.2 -1.1 -0.5
H 1.20515 -3.10159 -0.70945 0.5 -0.4 -0.4
H 1.68600 -2.10542 0.70322 -1.4 0.2 -1.3
H -0.07495 -2.55669 0.21750 -1.0 0.8 0.5
```
Positions in Å, forces in eV/Å.

Calculated values
calculated total energy = -11605.3323 eV
LUMO = 0.0258 Ha
HOMO level = -8.06 eV
2S+1 = 1
SMILES = Cc1ccc(O)cc1.CC